Entry 1:
DFT (ωB97M-V/def2-TZVPD) results for a 7-piece molecular cluster, C21H43N4O20S overall.

Its net charge is +1. Its HOMO-LUMO gap is 7.09 eV. The HOMO energy comes out at -11.556 eV. The calculated total energy comes out at -2947.6700 Ha. As for the LUMO energy: -4.47 eV.

```
89
C21H43N4O20S | the Open Molecules 2025 dataset | ωB97M-V/def2-TZVPD
C -3.718 -6.901 -5.658
N -3.988 -5.590 -5.058
N -3.192 -5.020 -4.222
N -3.723 -3.885 -3.821
C -4.883 -3.766 -4.451
N -5.080 -4.821 -5.235
C -6.207 -5.157 -6.084
S -7.258 -6.416 -5.271
O -6.493 -6.859 -4.145
O -7.710 -7.277 -6.309
H -3.673 -7.631 -4.856
H -2.771 -6.838 -6.185
H -4.528 -7.165 -6.328
H -5.574 -2.936 -4.370
H -5.869 -5.597 -7.020
H -6.750 -4.234 -6.278
H -8.292 -5.670 -4.828
C -5.075 1.070 0.804
O -4.635 0.146 -0.208
C -4.538 -1.112 0.202
O -4.778 -1.534 1.302
O -4.111 -1.857 -0.823
C -3.952 -3.257 -0.563
H -5.101 2.039 0.316
H -6.064 0.796 1.161
H -4.372 1.082 1.634
H -4.911 -3.695 -0.289
H -3.218 -3.465 0.213
H -3.631 -3.591 -1.546
C -3.524 -2.650 4.066
O -2.269 -2.470 4.737
C -1.214 -2.758 3.983
O -1.246 -3.135 2.836
O -0.112 -2.558 4.701
C 1.110 -2.831 4.006
H -4.291 -2.387 4.789
H -3.592 -2.003 3.199
H -3.641 -3.689 3.761
H 1.205 -2.188 3.133
H 1.154 -3.873 3.697
H 1.909 -2.622 4.710
C 7.175 -0.545 2.999
O 5.782 -0.890 2.979
C 4.993 -0.039 3.625
O 5.344 0.962 4.195
O 3.738 -0.481 3.540
C 2.774 0.343 4.202
H 7.674 -1.329 2.440
H 7.339 0.419 2.523
H 7.545 -0.514 4.022
H 2.752 1.346 3.781
H 2.983 0.405 5.268
H 1.816 -0.142 4.045
C 6.891 3.535 3.206
O 7.487 4.789 2.847
C 8.802 4.737 2.654
O 9.493 3.756 2.753
O 9.227 5.959 2.330
C 10.639 6.048 2.096
H 5.830 3.728 3.322
H 7.050 2.803 2.417
H 7.302 3.164 4.141
H 10.929 5.404 1.269
H 11.192 5.770 2.991
H 10.824 7.088 1.847
C 2.020 8.307 2.979
O 3.303 8.448 3.592
C 4.330 8.151 2.790
O 4.237 7.788 1.645
O 5.455 8.327 3.471
C 6.652 8.048 2.730
H 1.302 8.580 3.746
H 1.928 8.972 2.122
H 1.858 7.279 2.658
H 6.731 8.714 1.872
H 6.674 7.014 2.403
H 7.475 8.230 3.413
C -4.327 -0.852 -3.529
O -3.928 -0.846 -4.912
C -4.916 -1.031 -5.776
O -6.055 -1.328 -5.490
O -4.438 -0.895 -7.008
C -5.407 -1.058 -8.054
H -3.410 -0.763 -2.961
H -4.986 -0.015 -3.310
H -4.827 -1.781 -3.274
H -6.194 -0.314 -7.964
H -5.844 -2.054 -8.023
H -4.858 -0.915 -8.979
```

Löwdin charges, unit e, in atom order: atom 1 (C): 0.075, atom 2 (N): -0.092, atom 3 (N): 0.164, atom 4 (N): 0.129, atom 5 (C): -0.047, atom 6 (N): -0.017, atom 7 (C): -0.127, atom 8 (S): 0.718, atom 9 (O): -0.309, atom 10 (O): -0.291, atom 11 (H): 0.118, atom 12 (H): 0.115, atom 13 (H): 0.091, atom 14 (H): 0.123, atom 15 (H): 0.123, atom 16 (H): 0.130, atom 17 (H): 0.098, atom 18 (C): -0.016, atom 19 (O): 0.002, atom 20 (C): -0.607, atom 21 (O): 0.127, atom 22 (O): -0.039, atom 23 (C): -0.018, atom 24 (H): 0.096, atom 25 (H): 0.100, atom 26 (H): 0.101, atom 27 (H): 0.102, atom 28 (H): 0.103, atom 29 (H): 0.054, atom 30 (C): -0.029, atom 31 (O): 0.012, atom 32 (C): -0.624, atom 33 (O): 0.109, atom 34 (O): 0.009, atom 35 (C): -0.041, atom 36 (H): 0.098, atom 37 (H): 0.065, atom 38 (H): 0.099, atom 39 (H): 0.091, atom 40 (H): 0.100, atom 41 (H): 0.095, atom 42 (C): -0.020, atom 43 (O): 0.009, atom 44 (C): -0.616, atom 45 (O): 0.121, atom 46 (O): -0.002, atom 47 (C): -0.035, atom 48 (H): 0.095, atom 49 (H): 0.085, atom 50 (H): 0.102, atom 51 (H): 0.100, atom 52 (H): 0.104, atom 53 (H): 0.074, atom 54 (C): -0.035, atom 55 (O): -0.011, atom 56 (C): -0.620, atom 57 (O): 0.127, atom 58 (O): -0.009, atom 59 (C): -0.030, atom 60 (H): 0.094, atom 61 (H): 0.085, atom 62 (H): 0.101, atom 63 (H): 0.097, atom 64 (H): 0.098, atom 65 (H): 0.094, atom 66 (C): -0.044, atom 67 (O): 0.001, atom 68 (C): -0.626, atom 69 (O): 0.120, atom 70 (O): 0.012, atom 71 (C): -0.028, atom 72 (H): 0.092, atom 73 (H): 0.096, atom 74 (H): 0.094, atom 75 (H): 0.101, atom 76 (H): 0.074, atom 77 (H): 0.096, atom 78 (C): -0.028, atom 79 (O): 0.029, atom 80 (C): -0.634, atom 81 (O): 0.083, atom 82 (O): 0.022, atom 83 (C): -0.018, atom 84 (H): 0.107, atom 85 (H): 0.116, atom 86 (H): 0.045, atom 87 (H): 0.106, atom 88 (H): 0.083, atom 89 (H): 0.102

Entry 2:
DFT (ωB97M-V/def2-TZVPD) results for C21H44BCl8F4NO6 as an isolated structure.

Its HOMO-LUMO gap is 10.21 eV. The HOMO energy comes out at -10.006 eV. The calculated total energy comes out at -5438.1549 Ha. As for the LUMO energy: 0.21 eV.

```
85
C21H44BCl8F4NO6 | the Open Molecules 2025 dataset | ωB97M-V/def2-TZVPD
C -24.464 6.615 16.562
C -23.154 7.276 17.031
C -22.336 6.358 18.032
N -21.217 7.102 18.821
C -20.374 6.010 19.546
C -19.328 6.550 20.494
C -19.888 7.543 21.537
C -20.680 8.615 20.750
C -21.798 7.966 19.891
C -20.302 7.877 17.829
H -25.003 7.187 15.807
H -25.112 6.541 17.435
H -24.367 5.580 16.234
H -23.287 8.292 17.404
H -22.562 7.417 16.126
H -21.929 5.545 17.431
H -22.895 5.788 18.775
H -21.163 5.507 20.106
H -19.989 5.429 18.708
H -18.798 5.701 20.926
H -18.578 7.066 19.894
H -20.534 6.952 22.186
H -19.007 7.893 22.075
H -21.105 9.272 21.509
H -19.960 9.326 20.345
H -22.391 7.263 20.474
H -22.431 8.743 19.463
H -19.950 7.083 17.171
H -19.462 8.394 18.292
H -20.897 8.640 17.327
B -21.939 3.674 19.468
F -22.614 4.247 20.577
F -22.279 2.371 19.351
F -22.276 4.367 18.338
F -20.596 3.739 19.673
C -23.299 2.431 21.611
Cl -23.085 0.714 22.025
Cl -24.714 3.067 22.486
H -22.369 2.971 21.792
H -23.510 2.571 20.551
C -19.745 3.453 17.042
Cl -18.327 2.430 16.867
Cl -19.332 5.145 16.637
H -20.456 3.108 16.291
H -20.182 3.441 18.041
C -20.755 0.912 18.018
Cl -21.305 1.391 16.385
Cl -20.137 -0.784 17.999
H -19.908 1.545 18.285
H -21.499 0.951 18.814
C -24.560 3.519 19.057
Cl -26.055 2.858 19.657
Cl -24.780 4.540 17.578
H -24.124 4.161 19.823
H -23.887 2.710 18.772
C -24.532 6.243 19.513
C -25.051 6.070 20.921
O -24.087 6.057 21.934
C -23.388 7.169 22.401
O -23.451 8.279 21.894
O -22.606 6.898 23.475
C -22.642 5.641 24.060
H -24.232 7.279 19.353
H -25.174 5.940 18.686
H -23.609 5.667 19.447
H -25.536 5.099 21.017
H -25.851 6.765 21.174
H -23.671 5.304 24.177
H -22.104 5.689 25.007
H -22.024 5.021 23.410
C -19.587 2.319 19.966
C -18.547 1.151 19.837
O -17.208 1.732 19.965
C -16.085 0.948 19.971
O -16.073 -0.305 19.954
O -15.019 1.726 20.256
C -13.683 1.269 20.358
H -20.573 1.887 20.132
H -19.730 2.869 19.036
H -19.445 3.007 20.800
H -18.708 0.617 18.900
H -18.731 0.396 20.602
H -13.342 0.852 19.410
H -13.521 0.416 21.016
H -12.962 2.015 20.695
```

Löwdin charges, unit e, in atom order: atom 1 (C): -0.225, atom 2 (C): -0.158, atom 3 (C): -0.142, atom 4 (N): -0.169, atom 5 (C): -0.112, atom 6 (C): -0.138, atom 7 (C): -0.144, atom 8 (C): -0.133, atom 9 (C): -0.107, atom 10 (C): 0.016, atom 11 (H): 0.094, atom 12 (H): 0.000, atom 13 (H): -0.034, atom 14 (H): 0.102, atom 15 (H): 0.103, atom 16 (H): 0.113, atom 17 (H): 0.020, atom 18 (H): 0.120, atom 19 (H): 0.049, atom 20 (H): 0.126, atom 21 (H): 0.112, atom 22 (H): 0.100, atom 23 (H): 0.118, atom 24 (H): 0.111, atom 25 (H): 0.112, atom 26 (H): 0.095, atom 27 (H): 0.138, atom 28 (H): -0.017, atom 29 (H): 0.092, atom 30 (H): 0.098, atom 31 (B): -1.398, atom 32 (F): 0.018, atom 33 (F): 0.071, atom 34 (F): 0.040, atom 35 (F): -0.045, atom 36 (C): -0.982, atom 37 (Cl): 0.553, atom 38 (Cl): 0.606, atom 39 (H): 0.052, atom 40 (H): -0.025, atom 41 (C): -0.999, atom 42 (Cl): 0.702, atom 43 (Cl): 0.689, atom 44 (H): -0.078, atom 45 (H): -0.008, atom 46 (C): -0.926, atom 47 (Cl): 0.654, atom 48 (Cl): 0.594, atom 49 (H): -0.086, atom 50 (H): 0.046, atom 51 (C): -0.880, atom 52 (Cl): 0.630, atom 53 (Cl): 0.828, atom 54 (H): -0.007, atom 55 (H): 0.052, atom 56 (C): -0.152, atom 57 (C): -0.197, atom 58 (O): -0.044, atom 59 (C): -0.490, atom 60 (O): 0.105, atom 61 (O): -0.011, atom 62 (C): -0.061, atom 63 (H): 0.104, atom 64 (H): -0.011, atom 65 (H): 0.006, atom 66 (H): 0.055, atom 67 (H): 0.140, atom 68 (H): 0.087, atom 69 (H): 0.104, atom 70 (H): 0.093, atom 71 (C): -0.127, atom 72 (C): -0.191, atom 73 (O): 0.001, atom 74 (C): -0.500, atom 75 (O): 0.079, atom 76 (O): -0.014, atom 77 (C): -0.059, atom 78 (H): 0.092, atom 79 (H): 0.012, atom 80 (H): 0.139, atom 81 (H): -0.007, atom 82 (H): 0.127, atom 83 (H): 0.093, atom 84 (H): 0.090, atom 85 (H): 0.092

Entry 3:
DFT (ωB97M-V/def2-TZVPD) results for a 3-piece molecular cluster, C21H44BN3O5PS overall.

Its net charge is -1. Its HOMO-LUMO gap (spin up / spin down) is 6.53 / 6.45 eV. The HOMO energy (spin up / spin down) comes out at -4.324 / -4.324 eV. The calculated total energy comes out at -2131.4385 Ha. As for the LUMO energy (spin up / spin down): 2.21 / 2.12 eV. As for the multiplicity: 3.

```
76
C21H44BN3O5PS | the Open Molecules 2025 dataset | ωB97M-V/def2-TZVPD
C 0.050 0.034 4.104
B 1.125 -0.798 4.943
O 0.719 -1.472 6.050
C 2.622 -0.866 4.431
N 2.629 -1.455 3.055
P 3.257 -0.511 1.871
S 3.660 -1.396 0.170
C 3.559 -1.606 5.441
O 4.165 -2.596 5.031
O 3.578 -1.041 6.556
H 0.437 0.329 3.131
H -0.873 -0.529 3.977
H -0.164 0.953 4.655
H -0.017 -1.054 6.504
H 2.993 0.162 4.417
H 1.733 -1.830 2.777
H 4.385 0.065 2.454
H 2.374 0.554 1.612
C 0.883 -2.775 -5.041
C 0.990 -2.278 -3.580
C 1.411 -3.418 -2.656
C 0.315 -4.452 -2.403
C -0.963 -3.769 -1.921
C -1.432 -2.641 -2.837
N -0.307 -1.696 -3.110
O -0.104 -0.937 -2.086
C -2.011 -3.216 -4.141
C -2.567 -1.876 -2.171
C 2.065 -1.200 -3.580
H 0.153 -2.193 -5.605
H 1.842 -2.660 -5.543
H 0.617 -3.829 -5.119
H 1.725 -3.001 -1.695
H 2.288 -3.910 -3.083
H 0.122 -5.046 -3.302
H 0.654 -5.158 -1.643
H -1.771 -4.498 -1.817
H -0.781 -3.359 -0.923
H -2.240 -2.416 -4.846
H -2.939 -3.744 -3.919
H -1.357 -3.930 -4.634
H -2.285 -1.500 -1.190
H -3.420 -2.543 -2.044
H -2.881 -1.029 -2.786
H 1.781 -0.361 -4.219
H 2.988 -1.625 -3.974
H 2.290 -0.815 -2.589
C -1.648 4.049 -1.145
C -0.976 2.806 -0.519
C -2.034 1.848 0.029
C -2.698 2.333 1.318
C -1.649 2.693 2.370
C -0.604 3.685 1.860
N -0.025 3.203 0.569
O 0.857 2.287 0.778
C -1.231 5.081 1.710
C 0.515 3.830 2.882
C -0.203 2.106 -1.625
H -0.996 4.920 -1.089
H -1.851 3.867 -2.200
H -2.603 4.303 -0.685
H -1.565 0.878 0.219
H -2.786 1.683 -0.746
H -3.351 3.189 1.120
H -3.345 1.545 1.709
H -2.129 3.114 3.256
H -1.144 1.777 2.693
H -0.528 5.769 1.237
H -1.470 5.475 2.698
H -2.155 5.090 1.139
H 0.968 2.873 3.130
H 0.106 4.257 3.798
H 1.298 4.493 2.511
H 0.594 2.740 -2.020
H -0.884 1.858 -2.439
H 0.238 1.178 -1.280
```

Löwdin charges, unit e, in atom order: atom 1 (C): -0.021, atom 2 (B): -0.483, atom 3 (O): 0.164, atom 4 (C): -0.226, atom 5 (N): -0.223, atom 6 (P): 0.277, atom 7 (S): 0.062, atom 8 (C): -0.743, atom 9 (O): -0.038, atom 10 (O): -0.065, atom 11 (H): 0.031, atom 12 (H): 0.065, atom 13 (H): 0.066, atom 14 (H): 0.101, atom 15 (H): 0.120, atom 16 (H): 0.082, atom 17 (H): -0.004, atom 18 (H): -0.044, atom 19 (C): -0.036, atom 20 (C): -0.482, atom 21 (C): -0.133, atom 22 (C): -0.169, atom 23 (C): -0.133, atom 24 (C): -0.497, atom 25 (N): -0.079, atom 26 (O): -0.033, atom 27 (C): -0.038, atom 28 (C): -0.044, atom 29 (C): -0.044, atom 30 (H): 0.083, atom 31 (H): 0.078, atom 32 (H): 0.064, atom 33 (H): 0.092, atom 34 (H): 0.128, atom 35 (H): 0.099, atom 36 (H): 0.114, atom 37 (H): 0.122, atom 38 (H): 0.127, atom 39 (H): 0.089, atom 40 (H): 0.084, atom 41 (H): 0.057, atom 42 (H): 0.074, atom 43 (H): 0.085, atom 44 (H): 0.090, atom 45 (H): 0.092, atom 46 (H): 0.087, atom 47 (H): 0.048, atom 48 (C): -0.033, atom 49 (C): -0.478, atom 50 (C): -0.130, atom 51 (C): -0.167, atom 52 (C): -0.130, atom 53 (C): -0.490, atom 54 (N): -0.086, atom 55 (O): -0.035, atom 56 (C): -0.037, atom 57 (C): -0.035, atom 58 (C): -0.046, atom 59 (H): 0.084, atom 60 (H): 0.079, atom 61 (H): 0.064, atom 62 (H): 0.124, atom 63 (H): 0.124, atom 64 (H): 0.098, atom 65 (H): 0.111, atom 66 (H): 0.126, atom 67 (H): 0.087, atom 68 (H): 0.089, atom 69 (H): 0.084, atom 70 (H): 0.056, atom 71 (H): 0.070, atom 72 (H): 0.088, atom 73 (H): 0.093, atom 74 (H): 0.097, atom 75 (H): 0.086, atom 76 (H): 0.058

Which of these has the highest calculated total energy? C21H44BN3O5PS

The highest calculated total energy belongs to which entry? C21H44BN3O5PS

What is the formula in the third record? C21H44BN3O5PS

Look up the calculated total energy of the second one. -5438.1549 Ha